1.
Here is an isolated molecule of C5H6FIN2 in a non-equilibrium geometry from OMol25. Energies are from wB97M-V/def2-TZVPD.

Cartesian coordinates (Å):
N (0.2848, -1.0967, 2.0188)
C (0.4392, -0.3786, 0.7502)
F (1.7944, 0.1166, 0.9783)
C (0.5574, -1.1232, -0.5356)
C (0.1401, -0.6396, -1.7138)
C (-0.6110, 0.6211, -1.7583)
C (-0.8050, 1.2638, -0.5968)
I (-1.8031, 3.0376, -0.6022)
N (-0.4591, 0.7659, 0.7662)
H (-0.6282, -1.0904, 2.4036)
H (0.9977, -0.7435, 2.6701)
H (0.9140, -2.1046, -0.3904)
H (0.2714, -1.2035, -2.6080)
H (-0.9948, 0.9306, -2.6330)
H (-0.0980, 1.6446, 1.2508)

## Properties
DFT total energy   -701.15307 hartree
Structure (SMILES)   N[C@@]1(F)C=CC=C(I)N1
LUMO energy   0.492 eV

---

2.
Here is a structure of composition C2H7BO2 in a non-equilibrium geometry from OMol25. Energies are from wB97M-V/def2-TZVPD.

Cartesian coordinates (Å):
B (-0.6878, 0.5555, 0.4332)
C (0.0767, 0.5350, -1.5087)
C (0.7553, -1.2874, 1.1143)
O (-1.6257, 1.4473, 0.7625)
O (-0.2310, -0.3118, 1.3287)
H (0.0817, -0.4834, -1.8583)
H (1.0657, 0.9614, -1.4781)
H (-0.5920, 1.1458, -2.0926)
H (0.2900, -2.2767, 1.1245)
H (1.4830, -1.2259, 1.9258)
H (1.2611, -1.1389, 0.1583)
H (-1.8769, 2.0790, 0.0904)

## Properties
DFT total energy   -255.77517 hartree
LUMO energy   0.620 eV

---

3.
Here is a structure of composition C39H35ClInN2Si2 in a non-equilibrium geometry from OMol25. Energies are from wB97M-V/def2-TZVPD.

Cartesian coordinates (Å):
C (-1.9239, -0.6810, 4.3568)
C (-2.1866, -0.1739, 3.0568)
C (-1.7840, -1.1566, 2.1114)
H (-2.6533, 0.7809, 2.8120)
C (-1.2596, -2.2898, 2.8541)
C (-1.3530, -1.9579, 4.2464)
H (-1.0074, -2.5797, 5.0587)
H (-2.1746, -0.1572, 5.2784)
H (-1.8726, -1.0883, 1.0328)
H (-1.0371, -3.2678, 2.4204)
In (0.8590, -1.1057, 2.5276)
Si (1.2520, 1.9140, -1.0891)
C (-0.1324, 3.1247, -1.1013)
C (-0.0016, 4.2118, -1.9802)
H (0.9135, 4.3562, -2.5540)
C (-1.0623, 5.1032, -2.1377)
H (-0.9018, 6.0215, -2.7170)
C (-2.3031, 4.8258, -1.5644)
H (-3.1553, 5.4911, -1.7320)
C (-2.4498, 3.7077, -0.7334)
H (-3.4235, 3.4428, -0.3217)
C (-1.3299, 2.9434, -0.3848)
H (-1.4250, 2.1701, 0.3788)
C (0.5272, 0.0270, -1.2122)
C (-0.8707, -0.0182, -1.2114)
H (-1.3972, 0.9277, -1.2503)
C (-1.6050, -1.2186, -1.4965)
H (-2.6465, -1.1056, -1.7608)
C (-0.9945, -2.5015, -1.2996)
H (-1.6094, -3.4001, -1.3557)
C (0.3669, -2.4797, -0.9563)
H (0.8668, -3.3437, -0.4866)
C (1.1205, -1.3135, -1.3134)
H (2.2206, -1.3930, -1.4644)
H (1.2802, 1.8551, 0.3878)
Si (-0.2745, -1.1935, -2.9105)
C (0.1345, -2.5891, -4.1939)
C (-0.4442, -2.5455, -5.4611)
H (-1.0429, -1.6891, -5.7890)
C (-0.2078, -3.5897, -6.3714)
H (-0.6727, -3.5663, -7.3541)
C (0.6264, -4.6554, -5.9999)
H (0.7640, -5.5066, -6.6880)
C (1.3001, -4.6283, -4.7705)
H (2.0193, -5.4027, -4.5005)
C (1.0535, -3.6001, -3.8737)
H (1.6136, -3.6035, -2.9325)
C (-0.6172, 0.2791, -4.1434)
C (-1.8567, 0.8893, -4.3631)
H (-2.8012, 0.4017, -4.0899)
C (-1.9049, 2.1703, -4.9229)
H (-2.8773, 2.6623, -5.0328)
C (-0.7385, 2.8248, -5.2799)
H (-0.7801, 3.8405, -5.6697)
C (0.4968, 2.1886, -5.1266)
H (1.4316, 2.6865, -5.3772)
C (0.5562, 0.9150, -4.5856)
H (1.5509, 0.4430, -4.4800)
H (2.3626, 2.7845, -1.3587)
Cl (2.7518, -0.3177, 1.2648)
C (-0.1211, 3.0049, 4.3773)
C (0.2528, 2.8131, 5.7092)
C (0.9545, 1.6617, 6.0700)
C (1.2173, 0.6745, 5.0992)
N (0.7743, 0.8519, 3.8264)
C (0.1803, 2.0039, 3.4519)
C (1.8951, -0.5945, 5.4129)
C (2.4523, -0.8873, 6.6775)
C (3.0111, -2.1414, 6.9157)
C (3.0727, -3.0796, 5.8727)
C (2.5793, -2.7224, 4.6224)
N (1.9266, -1.5527, 4.4316)
H (-0.6336, 3.9103, 4.0522)
H (0.0139, 3.5505, 6.4763)
H (1.2787, 1.4853, 7.0929)
H (-0.0601, 2.1223, 2.3879)
H (2.3726, -0.1228, 7.4543)
H (3.3757, -2.3800, 7.9101)
H (3.4877, -4.0881, 6.0157)
H (2.6801, -3.3787, 3.7545)

## Properties
DFT total energy   -2845.59500 hartree
Net charge   +1
LUMO energy   -3.958 eV

---

4.
Here is a structure of composition C25H47N3O3SbZn from OMol25. Energies are from wB97M-V/def2-TZVPD.

Cartesian coordinates (Å):
Zn (-0.0479, -0.2589, 0.9175)
C (3.1000, 1.8476, -0.0608)
C (1.7418, 1.6707, -0.7192)
C (1.7262, 2.1641, -2.1515)
O (1.3876, 0.2507, -0.6921)
C (0.6884, 2.4136, 0.1163)
O (0.6259, 3.6216, 0.0317)
O (-0.0411, 1.6750, 0.9024)
H (3.8793, 1.3701, -0.6635)
H (3.1086, 1.4157, 0.9433)
H (3.3320, 2.9096, 0.0164)
H (2.5230, 1.6872, -2.7286)
H (1.8729, 3.2426, -2.1646)
H (0.7670, 1.9413, -2.6236)
H (2.1644, -0.2593, -0.9455)
C (-3.1151, 2.2761, -0.7525)
C (-3.3154, 0.7997, -1.0944)
C (-2.3652, 0.3989, -2.2238)
C (-4.7662, 0.5184, -1.4731)
Sb (-2.6997, -0.3514, 0.6399)
C (-3.6427, 0.5640, 2.3834)
C (-3.4827, -0.4079, 3.5515)
C (-2.8884, 1.8608, 2.6818)
C (-5.1247, 0.8598, 2.1457)
C (-3.5509, -2.3450, 0.4310)
C (-5.0681, -2.3763, 0.6029)
C (-3.1592, -2.8333, -0.9653)
C (-2.8811, -3.2338, 1.4811)
H (-3.2880, 2.8684, -1.6602)
H (-2.1067, 2.5000, -0.3952)
H (-3.8297, 2.6214, -0.0036)
H (-2.5852, 1.0105, -3.1075)
H (-2.4761, -0.6472, -2.5117)
H (-1.3197, 0.5753, -1.9563)
H (-5.0437, 1.1671, -2.3136)
H (-5.4589, 0.7276, -0.6568)
H (-4.9148, -0.5128, -1.7975)
H (-2.4498, -0.7464, 3.6847)
H (-4.1122, -1.2923, 3.4406)
H (-3.7865, 0.0953, 4.4772)
H (-1.8084, 1.7237, 2.7590)
H (-3.2526, 2.2706, 3.6316)
H (-3.0412, 2.6166, 1.9123)
H (-5.6866, -0.0181, 1.8220)
H (-5.2650, 1.6490, 1.4058)
H (-5.5749, 1.2105, 3.0834)
H (-5.5806, -1.7347, -0.1155)
H (-5.3750, -2.0780, 1.6067)
H (-5.4290, -3.4012, 0.4457)
H (-3.6842, -2.2907, -1.7539)
H (-3.4261, -3.8940, -1.0647)
H (-2.0825, -2.7422, -1.1492)
H (-3.1693, -2.9674, 2.4983)
H (-1.7918, -3.1913, 1.4138)
H (-3.1885, -4.2758, 1.3161)
N (0.5249, -0.3473, 3.0144)
C (1.7862, 0.3257, 3.2295)
C (2.9581, -0.4115, 3.2959)
C (4.1751, 0.2448, 3.4301)
C (4.2189, 1.6308, 3.4970)
C (3.0379, 2.3591, 3.4257)
C (1.8189, 1.7119, 3.2858)
H (0.5553, -1.2933, 3.3742)
H (-0.2192, 0.1410, 3.5003)
H (2.9243, -1.4968, 3.2446)
H (5.0894, -0.3329, 3.4867)
H (5.1676, 2.1395, 3.6040)
H (3.0595, 3.4410, 3.4695)
H (0.9019, 2.2840, 3.1902)
C (0.8810, -4.8766, -1.5943)
N (0.9980, -4.5327, -0.1704)
C (1.1104, -5.6247, 0.8082)
C (0.8236, -3.2969, 0.2291)
N (0.6661, -2.2011, 0.5668)
H (-0.0446, -5.4228, -1.7765)
H (1.7284, -5.4955, -1.8826)
H (0.8858, -3.9689, -2.1914)
H (0.2019, -6.2256, 0.8110)
H (1.2706, -5.2119, 1.7989)
H (1.9583, -6.2543, 0.5462)

## Properties
DFT total energy   -3390.21240 hartree
Net charge   +1
LUMO energy   -2.338 eV

---

5.
Here is a cluster of 2 separate species, C2HClO2S in total in a non-equilibrium geometry from OMol25. Energies are from wB97M-V/def2-TZVPD.

Cartesian coordinates (Å):
O (0.4132, -1.1974, -0.2350)
C (-0.6290, -0.6762, -0.2380)
C (-1.6426, 0.0932, -0.4309)
Cl (-1.0582, 1.7726, 0.0160)
H (-2.6863, 0.0602, -0.5254)
O (2.8115, 0.6294, 1.0635)
S (2.7915, -0.6817, 0.3498)

## Properties
DFT total energy   -1085.53210 hartree
Structure (SMILES)   O=C=CCl.O=S
LUMO energy (spin up / spin down)   -1.310 / -1.234 eV

---

6.
Here is an isolated molecule of C4H9NO2S in a non-equilibrium geometry from OMol25. Energies are from wB97M-V/def2-TZVPD.

Cartesian coordinates (Å):
C (-2.6364, 0.2028, 0.7966)
C (-2.1910, -0.3094, -0.6701)
S (-0.6967, -1.1534, -0.3541)
C (0.5662, 0.1455, -0.5753)
O (0.2720, 1.2873, -0.6381)
N (1.8770, -0.2691, -0.4530)
C (2.7409, 0.6375, 0.2325)
O (2.1863, -1.5200, 0.2798)
H (-3.4459, 1.1685, 0.6715)
H (-3.3375, -0.6592, 1.2444)
H (-1.7496, 0.6339, 1.4669)
H (-2.8658, -0.9505, -1.3336)
H (-1.8322, 0.4546, -1.2828)
H (2.4816, 1.5703, -0.4191)
H (2.3241, 0.5720, 1.2874)
H (3.8100, 0.3653, 0.2151)
H (2.4968, -2.1763, -0.4682)

## Properties
DFT total energy   -761.10623 hartree
Structure (SMILES)   CCSC(=O)N(C)O
LUMO energy   0.626 eV